Entry 1:
Computed, not measured: a molecular structure, C23H32B2BrMgN6O2Se2 in a non-equilibrium geometry, with ωB97M-V/def2-TZVPD.

Positions of all 69 atoms, in Å:
1 H 4.694 -2.947 2.578
2 H 0.437 -1.413 -2.312
3 B 2.135 0.009 1.287
4 H 6.685 -1.478 6.497
5 C 3.792 -1.023 2.447
6 N -1.145 -0.267 1.201
7 H -4.560 -1.388 -1.715
8 C 4.613 0.744 3.841
9 Mg 0.535 0.874 0.055
10 H 1.628 -2.502 -3.076
11 C 5.598 -1.497 3.932
12 H 7.232 -4.513 4.507
13 H 1.419 3.739 1.664
14 C 4.698 -1.930 2.950
15 C 6.525 -2.466 6.060
16 N -1.567 2.695 1.418
17 C -1.706 -3.867 -0.992
18 C -3.332 1.764 -1.692
19 N -2.353 0.304 1.400
20 C -1.765 3.648 2.341
21 N -2.404 1.629 -0.727
22 H -2.463 -4.600 -1.280
23 H -3.726 2.079 1.056
24 C 5.540 -0.167 4.356
25 B -2.604 1.710 0.804
26 C -4.094 -2.305 -1.355
27 C -2.457 -1.678 2.360
28 N -0.258 2.658 1.062
29 C 1.350 -1.983 -2.162
30 H 8.169 -1.921 3.066
31 C -1.408 1.177 -2.578
32 H 2.137 -1.290 -1.871
33 C -0.328 -4.323 -1.436
34 Br 2.026 1.708 -1.971
35 C -0.557 4.259 2.610
36 C 6.492 -3.871 4.021
37 H 5.500 -4.269 4.245
38 H -0.363 5.065 3.298
39 H -2.803 -2.547 2.896
40 C -3.160 -0.519 2.086
41 H -2.752 3.827 2.739
42 H 4.579 1.771 4.183
43 C 3.742 0.284 2.881
44 O 2.750 0.945 2.213
45 H 8.819 -2.606 4.569
46 C 6.650 -2.438 4.531
47 H 7.266 -3.148 6.488
48 H 5.529 -2.806 6.357
49 O 2.837 -1.225 1.496
50 Se -2.213 -2.177 -1.810
51 H -4.167 -0.225 2.338
52 H 6.242 0.187 5.104
53 H -4.552 -3.166 -1.839
54 H -0.231 -4.314 -2.522
55 H -4.210 -2.365 -0.274
56 C -1.194 -1.459 1.782
57 H -0.321 -2.096 1.755
58 H -4.335 2.074 -1.445
59 H -3.193 1.506 -3.883
60 H 8.230 -0.935 4.529
61 H -1.735 -3.735 0.089
62 H -0.575 0.934 -3.219
63 C -2.737 1.486 -2.906
64 C 8.052 -1.944 4.152
65 N -1.218 1.255 -1.268
66 C 0.356 3.593 1.780
67 H -0.152 -5.340 -1.087
68 H 6.651 -3.935 2.942
69 Se 1.143 -3.261 -0.711

Properties
Energy above the lowest of the compared OMol25 structures with the same formula, charge and spin in kJ/mol: 32.0
E_HOMO in eV: -4.639
HOMO-LUMO gap in Eh: 0.2574
Charge: -1
E_tot in a.u.: -9001.66486

=====

Entry 2:
Computed, not measured: a molecular structure, C20H15N4O7Ti in a non-equilibrium geometry, with ωB97M-V/def2-TZVPD.

Positions of all 47 atoms, in Å:
1 H -1.807 5.018 -0.919
2 H -4.851 0.046 5.420
3 H -4.919 0.059 1.123
4 H 2.778 0.885 -1.002
5 C -1.718 3.077 -0.042
6 H 3.552 0.599 3.553
7 H -0.519 4.803 0.281
8 H 5.942 1.194 3.723
9 C -0.795 0.315 3.270
10 O -4.797 0.671 -2.692
11 H -2.378 0.209 5.373
12 C -4.372 0.100 2.056
13 C -2.253 0.238 3.238
14 C -2.945 0.181 4.446
15 O -2.263 0.272 0.890
16 N 1.354 0.477 2.503
17 C 2.029 0.546 1.401
18 C 4.117 0.866 2.669
19 C -5.033 0.040 3.278
20 H -6.114 -0.048 3.285
21 O -4.842 2.800 -2.095
22 H -0.302 0.376 4.232
23 O 1.382 0.407 0.215
24 C 4.181 1.181 0.268
25 N -0.028 0.329 2.248
26 C -2.233 -0.733 -1.309
27 C -3.366 1.500 -0.856
28 N -0.751 2.245 0.052
29 O -0.976 -0.911 -0.903
30 C -4.393 1.691 -1.989
31 C 6.143 1.543 1.602
32 C -1.547 4.566 0.041
33 N -3.047 2.687 -0.279
34 H 6.057 1.790 -0.535
35 C -4.326 0.087 4.472
36 O 3.685 1.192 -0.994
37 H 7.192 1.816 1.665
38 H -3.670 3.420 -0.592
39 H -4.245 -0.146 -2.541
40 Ti -0.441 0.450 0.268
41 C 3.455 0.855 1.428
42 C 5.523 1.535 0.374
43 C -2.863 0.325 -0.416
44 C -3.010 0.205 2.077
45 C 5.443 1.200 2.763
46 O -2.744 -1.184 -2.295
47 H -2.210 4.986 0.801

Properties
Energy above the lowest of the compared OMol25 structures with the same formula, charge and spin in kJ/mol: 217.3
E_HOMO in eV: -11.191
HOMO-LUMO gap in Eh: 0.2449
Charge: +1
E_tot in a.u.: -2366.19416

=====

Entry 3:
Computed, not measured: a molecular structure, C14H35BeO16S4 in a non-equilibrium geometry, with ωB97M-V/def2-TZVPD.

Positions of all 70 atoms, in Å:
1 H 3.367 3.644 -2.229
2 C 6.870 -1.272 0.051
3 C 5.388 -1.082 -0.285
4 O -2.715 -1.810 0.046
5 H -2.816 1.929 4.211
6 O -0.572 -0.122 -3.943
7 C 2.810 -2.879 -1.477
8 H -2.606 -0.431 -2.159
9 H 7.225 -2.029 -0.647
10 O 2.070 2.746 -0.869
11 H 1.728 -2.999 -1.519
12 C -2.238 0.586 -2.298
13 H -2.882 1.440 -2.086
14 C -2.978 1.440 3.251
15 H 3.080 -2.058 -2.142
16 H 5.016 -0.969 -1.303
17 H -4.317 -0.327 2.762
18 C -1.592 0.818 -3.666
19 H -2.051 0.975 2.917
20 H 4.170 2.760 -0.813
21 H -5.894 -2.929 -0.215
22 H -4.025 0.032 4.451
23 O -2.982 4.394 0.760
24 O 4.715 -2.230 0.246
25 H -5.134 0.976 3.588
26 C 3.326 3.341 -1.183
27 Be 0.811 0.973 0.621
28 H -1.209 1.831 -3.785
29 C -5.094 -2.195 -0.115
30 O 0.850 0.312 -1.995
31 O 1.553 1.543 2.866
32 H -1.330 -2.470 2.570
33 S 0.987 0.055 -3.427
34 O 1.761 -1.039 -3.948
35 S -1.161 -2.418 0.191
36 O -0.903 -3.427 -0.906
37 H -3.674 -2.628 -1.596
38 O 0.841 1.088 4.782
39 H -2.375 0.843 -4.424
40 C -3.744 -2.729 -0.513
41 O -3.479 2.395 2.303
42 C -4.167 0.487 3.471
43 O -1.436 2.416 0.712
44 C -1.303 3.971 2.795
45 H 7.544 -0.418 -0.014
46 O 2.676 -3.195 1.202
47 O 0.110 0.107 2.979
48 H -4.977 -2.142 0.968
49 H 3.478 4.274 -0.640
50 H -2.131 -3.836 1.737
51 H -3.546 -3.713 -0.090
52 H -0.911 3.093 3.309
53 H -1.758 4.572 3.583
54 H 6.861 -1.564 1.101
55 O 2.626 -0.866 0.330
56 O -0.294 -1.256 0.246
57 H 0.902 2.476 -3.779
58 H -5.440 -1.213 -0.438
59 H 2.426 1.672 -4.361
60 C 1.339 1.624 -4.298
61 S 3.105 -2.238 0.199
62 C -1.246 -3.200 1.765
63 H -0.447 4.474 2.346
64 H -1.550 0.635 -1.454
65 H 3.200 -3.896 -1.516
66 H 0.921 1.467 -5.293
67 H -0.304 -3.747 1.793
68 C 0.890 0.840 3.581
69 S -2.348 3.316 1.447
70 H 4.983 -0.221 0.246

Properties
2S+1: 2
E_HOMO (spin up / spin down) in eV: 1.544 / 0.569
HOMO-LUMO gap (spin up / spin down) in Eh: 0.0864 / 0.1182
Charge: -2
E_tot in a.u.: -3365.47065

=====

Entry 4:
Computed, not measured: a molecular structure, C4H9N3 in a non-equilibrium geometry, with ωB97M-V/def2-TZVPD.

Positions of all 16 atoms, in Å:
1 H -0.787 -0.447 0.370
2 H -3.668 0.626 0.657
3 N 1.164 0.410 1.154
4 C 0.337 0.328 0.002
5 H 1.912 -2.093 -1.941
6 N -1.983 -0.634 0.712
7 C 1.698 -1.497 -1.066
8 H -1.353 1.456 -0.247
9 H 0.244 -0.339 -2.031
10 H 2.273 -1.732 -0.178
11 N -0.294 1.511 -0.378
12 C -2.625 0.367 0.529
13 H 0.657 0.733 1.969
14 H 1.633 -0.458 1.372
15 C 0.783 -0.529 -1.110
16 H 0.011 2.297 0.187

Properties
Energy above the lowest of the compared OMol25 structures with the same formula, charge and spin in kJ/mol: 384.2
E_HOMO in eV: -7.577
HOMO-LUMO gap in Eh: 0.2830
E_tot in a.u.: -321.94404

=====

Entry 5:
Computed, not measured: a single C4H8N2O molecule, with ωB97M-V/def2-TZVPD.

Positions of all 15 atoms, in Å:
1 H 1.246 -1.392 -1.511
2 H -0.894 -0.219 -1.312
3 H -2.408 -0.292 1.962
4 N -2.091 -0.184 1.014
5 C -0.460 0.510 -0.625
6 C 1.784 -0.653 -0.939
7 C -0.761 0.084 0.793
8 H 1.885 -1.009 0.082
9 H -2.780 0.127 0.350
10 C 1.036 0.647 -0.870
11 O 1.558 1.724 -0.983
12 H -0.131 -0.304 2.568
13 N 0.169 -0.025 1.636
14 H -0.928 1.483 -0.798
15 H 2.775 -0.497 -1.367

Properties
Energy above the lowest of the compared OMol25 structures with the same formula, charge and spin in kJ/mol: 89.4
E_HOMO in eV: -9.515
HOMO-LUMO gap in Eh: 0.3769
Structure (SMILES): [H]/N=C(\N)CC(C)=O
E_tot in a.u.: -341.96959

=====

Entry 6:
Computed, not measured: 14 unconnected molecules or ions with the total composition C64H132N6O16 in a non-equilibrium geometry, with ωB97M-V/def2-TZVPD.

Positions of all 218 atoms, in Å:
1 H 9.623 -27.339 -8.821
2 H 13.691 -23.062 -17.381
3 H 11.671 -25.514 -18.545
4 H 11.943 -26.794 -17.233
5 C 4.568 -25.929 -14.120
6 H 17.924 -23.662 -11.411
7 C 6.090 -30.937 -15.512
8 C 9.337 -24.879 -11.801
9 N 6.169 -28.813 -10.235
10 H 5.028 -29.455 -17.488
11 H 9.914 -31.938 -15.624
12 H 8.366 -23.744 -6.748
13 H 13.416 -29.120 -19.750
14 H 14.981 -28.740 -13.040
15 C 5.762 -26.968 -13.871
16 H 3.588 -29.193 -8.693
17 C 1.887 -23.029 -8.847
18 H 14.812 -26.887 -19.464
19 O 13.066 -27.374 -14.402
20 H -0.221 -23.749 -8.607
21 H 5.283 -23.570 -8.466
22 C 5.924 -27.762 -18.441
23 H 9.926 -23.263 -17.345
24 C 13.670 -23.226 -16.316
25 H 14.300 -29.654 -17.864
26 H 17.829 -22.423 -13.496
27 H 6.973 -28.687 -20.784
28 H 11.138 -27.589 -20.617
29 H 6.738 -28.454 -16.077
30 H 5.451 -26.984 -17.807
31 H 5.553 -23.471 -11.835
32 C 16.241 -22.363 -10.913
33 H 4.497 -21.725 -12.944
34 H 10.612 -26.920 -18.573
35 C 5.386 -21.344 -12.360
36 H 7.938 -32.323 -16.594
37 C 9.419 -23.322 -16.399
38 H 7.826 -30.350 -20.683
39 C 16.982 -23.042 -13.165
40 H 5.842 -19.720 -10.843
41 C 9.605 -24.593 -15.623
42 C 11.662 -26.582 -18.264
43 N 5.766 -22.362 -10.116
44 H 11.357 -25.062 -20.655
45 C 9.236 -31.979 -11.640
46 H 8.925 -23.414 -13.924
47 H 9.714 -22.376 -15.937
48 H 6.047 -20.035 -8.384
49 H 12.631 -22.891 -16.078
50 H 5.685 -30.154 -14.839
51 H 9.691 -28.909 -16.109
52 C 5.724 -29.472 -8.962
53 H 7.869 -29.040 -14.310
54 H 6.560 -29.440 -8.255
55 C 19.770 -20.588 -13.759
56 H 10.631 -26.915 -14.091
57 O 2.104 -23.798 -9.804
58 O 19.028 -20.916 -14.726
59 C 8.316 -29.947 -14.759
60 C 6.204 -29.864 -11.327
61 H 10.489 -29.796 -14.841
62 H 14.955 -27.280 -12.151
63 C 7.459 -28.099 -10.058
64 H 12.804 -27.679 -21.297
65 C 14.797 -22.547 -15.608
66 C 12.114 -27.108 -20.652
67 N 12.612 -27.256 -19.214
68 C 16.133 -20.757 -13.699
69 C 4.601 -21.404 -10.169
70 H 4.205 -28.398 -11.123
71 C 11.472 -25.818 -22.639
72 H 6.102 -20.891 -13.073
73 H 5.459 -31.227 -16.345
74 H 14.775 -20.978 -11.845
75 C 4.564 -27.320 -9.202
76 H 11.146 -32.485 -10.801
77 C 9.631 -29.825 -15.526
78 H 7.234 -24.308 -5.640
79 H 3.732 -26.587 -14.161
80 C 8.977 -24.525 -14.192
81 C 5.993 -22.573 -11.635
82 H 6.232 -21.570 -7.577
83 H 11.279 -24.917 -23.117
84 H 4.495 -28.323 -7.376
85 H 11.385 -23.637 -13.373
86 H 4.457 -20.901 -9.269
87 H 21.029 -19.484 -14.985
88 H 16.866 -20.610 -14.507
89 H 16.894 -21.476 -10.835
90 H 14.153 -22.576 -11.740
91 C 14.608 -22.817 -14.119
92 H 15.869 -22.662 -9.922
93 H 12.475 -25.872 -11.802
94 C 8.066 -20.499 -7.567
95 C 9.661 -31.131 -16.349
96 H 3.657 -26.704 -9.279
97 O 10.627 -20.774 -13.581
98 C 9.933 -28.148 -9.477
99 H 6.637 -29.420 -12.320
100 O 11.699 -22.080 -12.155
101 C 14.230 -26.911 -14.141
102 H 11.731 -25.396 -14.006
103 N 15.682 -22.205 -13.275
104 H 14.793 -21.494 -15.790
105 H 8.436 -29.490 -8.816
106 H 6.140 -29.934 -18.710
107 C 9.844 -26.636 -13.338
108 H 6.350 -31.804 -14.915
109 O 9.748 -29.269 -19.494
110 H 4.471 -25.264 -13.294
111 H 7.244 -27.419 -9.235
112 H 5.385 -30.488 -9.186
113 C 7.106 -29.161 -16.851
114 H 15.236 -20.219 -13.918
115 C 6.989 -21.701 -9.466
116 C 5.024 -27.843 -10.547
117 H 21.657 -19.660 -13.271
118 H 10.967 -20.430 -10.306
119 H 4.761 -25.489 -15.112
120 H 7.050 -22.733 -11.855
121 C 8.210 -31.333 -16.851
122 N 7.355 -30.403 -15.987
123 H 0.703 -23.590 -7.197
124 H 6.825 -30.791 -11.190
125 H 12.252 -26.201 -23.216
126 H 13.695 -22.422 -13.725
127 O 5.630 -28.093 -14.409
128 C 11.852 -24.955 -11.873
129 C 6.683 -20.927 -8.189
130 H 4.441 -24.113 -9.884
131 H 21.780 -20.973 -14.633
132 C 15.167 -27.703 -13.125
133 C 14.037 -26.710 -18.682
134 H 8.782 -24.990 -5.422
135 H 6.179 -24.458 -9.712
136 H 16.867 -23.869 -13.812
137 H 7.695 -27.549 -11.037
138 O 14.747 -25.877 -14.637
139 H 14.662 -23.901 -13.875
140 H 8.645 -21.361 -7.282
141 H 10.447 -27.743 -10.397
142 H 8.726 -19.896 -8.219
143 H 13.885 -25.632 -18.544
144 C 7.626 -25.778 -7.099
145 H 10.317 -31.168 -17.218
146 H 3.764 -22.020 -10.407
147 C 13.593 -28.864 -17.681
148 H 7.962 -24.910 -14.176
149 H 5.464 -27.161 -11.295
150 O 7.601 -25.531 -8.355
151 H 5.346 -26.764 -8.702
152 H 10.683 -24.617 -15.490
153 H 12.490 -24.042 -11.744
154 H 16.186 -27.515 -13.444
155 H 8.808 -26.912 -13.516
156 C 10.886 -21.173 -12.447
157 H 10.620 -24.295 -10.215
158 H 8.176 -31.132 -17.919
159 C 21.174 -20.154 -14.152
160 O 19.447 -20.526 -12.577
161 C 14.297 -27.488 -17.420
162 H 4.191 -19.731 -11.354
163 H 10.607 -28.823 -8.866
164 H 15.763 -22.904 -16.017
165 C 8.634 -28.978 -9.752
166 H 11.736 -29.072 -18.874
167 H 8.781 -29.594 -10.631
168 H 9.367 -25.520 -16.152
169 H 8.395 -23.139 -16.672
170 N 9.831 -25.149 -13.161
171 H 7.585 -22.641 -9.311
172 H 13.700 -24.277 -16.209
173 H 7.008 -27.408 -18.569
174 H 13.780 -26.965 -16.599
175 H 8.028 -28.969 -21.956
176 C 10.582 -25.057 -10.940
177 O 6.808 -26.630 -13.206
178 H 16.718 -20.316 -12.877
179 H 10.278 -27.123 -12.470
180 C 5.405 -23.725 -9.532
181 C 11.226 -24.709 -13.289
182 C 6.024 -29.207 -17.919
183 C 5.048 -20.414 -11.193
184 H 7.358 -20.989 -10.190
185 C 15.092 -22.006 -11.859
186 H 8.351 -30.815 -14.116
187 C 16.887 -23.460 -11.681
188 H 10.509 -26.022 -10.445
189 C 4.493 -28.596 -8.421
190 H 9.522 -21.175 -10.751
191 H 8.451 -25.577 -11.521
192 C 8.952 -28.535 -20.136
193 C 10.310 -20.490 -11.180
194 O 7.168 -26.837 -6.563
195 H 5.370 -27.779 -19.388
196 H 15.423 -27.484 -17.194
197 H 8.946 -23.860 -11.819
198 C 12.012 -25.712 -21.223
199 H 13.004 -25.237 -21.271
200 H 12.947 -29.159 -16.847
201 H 16.299 -24.360 -11.607
202 H 9.730 -33.119 -9.913
203 H 0.219 -22.094 -7.947
204 H 8.042 -28.877 -17.358
205 C 0.500 -23.098 -8.163
206 H 5.151 -30.046 -11.572
207 H 10.612 -26.500 -22.673
208 H 10.295 -31.516 -9.681
209 H 9.874 -19.559 -11.327
210 O 8.144 -32.495 -11.754
211 H 7.869 -20.004 -6.598
212 C 12.788 -28.719 -18.948
213 O 9.765 -31.261 -12.571
214 C 10.142 -32.298 -10.430
215 C 7.887 -29.221 -20.916
216 O 2.635 -22.216 -8.295
217 C 8.092 -24.656 -6.180
218 O 9.066 -27.276 -20.211

Properties
E_HOMO in eV: -4.309
HOMO-LUMO gap in Eh: 0.2742
Charge: -2
E_tot in a.u.: -4050.08775

=====

Entry 7:
Computed, not measured: a molecular structure, C6H10O, with ωB97M-V/def2-TZVPD.

Positions of all 17 atoms, in Å:
1 C -1.234 1.063 -0.125
2 C -1.447 -0.125 0.874
3 O -1.694 -1.282 -0.214
4 H -0.662 1.849 0.373
5 C 1.983 0.334 -0.302
6 H 1.856 1.359 0.067
7 C -0.489 0.098 -0.891
8 H 2.306 0.385 -1.349
9 H 0.858 -1.497 -0.495
10 H -2.629 -1.179 -0.438
11 C 0.004 -0.496 1.240
12 H -0.675 -0.153 -1.936
13 H 2.792 -0.129 0.275
14 H -2.134 1.456 -0.599
15 H 0.410 0.260 1.924
16 H 0.058 -1.467 1.738
17 C 0.698 -0.475 -0.142

Properties
Energy above the lowest of the compared OMol25 structures with the same formula, charge and spin in kJ/mol: 460.3
E_HOMO (spin up / spin down) in eV: -6.764 / -6.765
HOMO-LUMO gap (spin up / spin down) in Eh: 0.2620 / 0.2621
E_tot in a.u.: -309.66704